*A*
Computed, not measured: a structure of composition C2H3O2S2, with ωB97M-V with the def2-TZVPD basis set.

Structure (XYZ):
```
9
C2H3O2S2 (ωB97M-V with the def2-TZVPD basis set)
H 0.6253 -0.8976 1.8295
C -0.2199 -0.1396 -0.1252
H 0.3525 0.1065 -1.1345
O 2.4964 0.5647 0.7214
H -0.7962 0.7380 0.3373
C 0.7768 -0.7990 0.7131
S 2.5225 -0.7687 0.0007
S -1.1694 -1.7023 -0.1791
O 2.4427 -0.6290 -1.4655
```

## Properties
Net charge: -1
LUMO in eV: 3.55
Orbital gap in eV: 7.715

How is the electron density shared among the atoms? According to Löwdin, the charges in e are: atom 1 (H): 0.08, atom 2 (C): -0.77, atom 3 (H): 0.08, atom 4 (O): -0.55, atom 5 (H): 0.08, atom 6 (C): -0.41, atom 7 (S): 0.65, atom 8 (S): 0.39, atom 9 (O): -0.54

*B*
Computed, not measured: the ion C2H3O2S2 with charge -1, with ωB97M-V with the def2-TZVPD basis set.

Structure (XYZ):
```
9
C2H3O2S2 (ωB97M-V with the def2-TZVPD basis set)
H 1.7400 0.7985 -0.6347
S -1.0456 2.1802 -0.4206
H 1.5551 -0.0178 1.0268
O -1.1467 -0.0192 1.1322
O -0.9862 -2.0015 -0.5871
C 1.0066 0.1601 0.0322
C -0.4182 0.5319 0.1016
S -1.6740 -0.6917 -0.2673
H 0.9689 -0.9403 -0.3830
```

## Properties
Net charge: -1
LUMO in eV: 3.66
Orbital gap in eV: 6.658

How is the electron density shared among the atoms? According to Löwdin, the charges in e are: atom 1 (H): 0.10, atom 2 (S): 0.18, atom 3 (H): 0.09, atom 4 (O): -0.38, atom 5 (O): -0.58, atom 6 (C): -0.16, atom 7 (C): -1.23, atom 8 (S): 0.90, atom 9 (H): 0.08

Verdict on stability: *A* comes out at the bottom.

*A*
Computed, not measured: a cluster of 2 separate species, C2H8IN2 in total, with ωB97M-V with the def2-TZVPD basis set.

Structure (XYZ):
```
13
C2H8IN2 (ωB97M-V with the def2-TZVPD basis set)
H -0.7332 2.0685 0.1080
N -0.4546 -0.1351 -0.1741
C 0.1589 -0.5607 0.8962
C -1.1512 1.1662 -0.2058
H 1.4715 -1.8556 1.5771
H -1.5396 1.4527 -1.1080
H -2.1363 0.9646 0.3998
H 0.9639 0.9064 -1.7151
H 0.5963 -2.5030 0.4159
H -0.8330 -0.7637 -0.9184
H 0.2835 0.0323 1.7514
I 2.5269 0.9115 -1.8548
N 0.8468 -1.6840 0.8278
```

## Properties
Net charge: +1
LUMO in eV: -4.41
Orbital gap in eV: 8.897

How is the electron density shared among the atoms? According to Löwdin, the charges in e are: atom 1 (H): 0.08, atom 2 (N): -0.01, atom 3 (C): -0.13, atom 4 (C): -0.05, atom 5 (H): 0.13, atom 6 (H): 0.06, atom 7 (H): 0.15, atom 8 (H): -0.43, atom 9 (H): 0.10, atom 10 (H): 0.20, atom 11 (H): 0.16, atom 12 (I): 0.52, atom 13 (N): 0.22

*B*
Computed, not measured: a cluster of 2 separate species, C2H8IN2 in total, with ωB97M-V with the def2-TZVPD basis set.

Structure (XYZ):
```
13
C2H8IN2 (ωB97M-V with the def2-TZVPD basis set)
I 2.4611 -0.2586 -0.0077
N -0.3892 -0.2339 0.6320
C -0.4536 -1.5510 -0.0131
C 0.5217 0.6008 -0.2067
H -1.1930 0.2991 0.6946
H -0.3934 -1.3262 -1.1150
H 0.6402 2.6880 -0.6737
H -1.4292 -2.1411 0.1864
H -0.3932 0.1226 -2.1805
N 0.4536 1.9435 0.0269
H -0.0643 -0.3907 1.5401
H 0.4560 -2.0646 0.4027
H -0.2166 2.3122 0.7138
```

## Properties
Net charge: +1
LUMO (spin up / spin down) in eV: -4.86 / -5.25
Orbital gap (spin up / spin down) in eV: 8.071 / 8.602

How is the electron density shared among the atoms? According to Löwdin, the charges in e are: atom 1 (I): 0.98, atom 2 (N): -0.06, atom 3 (C): -0.11, atom 4 (C): -0.81, atom 5 (H): 0.14, atom 6 (H): 0.03, atom 7 (H): 0.14, atom 8 (H): 0.14, atom 9 (H): 0.20, atom 10 (N): 0.02, atom 11 (H): 0.13, atom 12 (H): 0.05, atom 13 (H): 0.12

Verdict on stability: *B* comes out at the bottom.

*A*
Computed, not measured: the molecule C11H13NS, with ωB97M-V with the def2-TZVPD basis set.

Structure (XYZ):
```
26
C11H13NS (ωB97M-V with the def2-TZVPD basis set)
C 2.5432 -1.2428 -0.7378
H 3.4397 -1.2156 -1.3594
H -2.0460 2.7298 -0.6564
H -0.1885 0.4421 -1.4295
H -1.3399 1.2501 -2.4796
C 1.8957 -2.4570 -0.4515
C 0.4200 1.1281 1.3903
C 2.0816 -0.0593 -0.1589
H -1.2295 2.5241 1.5910
C -1.1334 2.1161 -0.5492
C -1.2390 0.8930 -1.4446
H -1.7895 0.9157 1.2645
N -2.1671 -0.0625 -1.0516
C 0.7392 -2.4528 0.2697
H 2.2855 -3.3404 -0.9316
C -0.9653 1.6251 0.9493
H 2.5668 0.8585 -0.4270
H 0.2349 -3.3572 0.4954
C 0.2185 -1.2381 0.8341
H 0.3311 0.8154 2.5339
S -3.2037 -2.2220 0.3153
H 1.2100 1.9315 1.2614
C 0.8879 -0.0613 0.6401
H -0.3316 2.7447 -0.8706
H -0.6836 -1.3003 1.3732
C -2.5367 -0.9649 -0.3704
```

## Properties
Structure (SMILES): S=C=NCCCCc1ccccc1
LUMO in eV: 0.81
Orbital gap in eV: 9.737

How is the electron density shared among the atoms? According to Löwdin, the charges in e are: atom 1 (C): -0.08, atom 2 (H): 0.10, atom 3 (H): 0.11, atom 4 (H): 0.13, atom 5 (H): 0.12, atom 6 (C): -0.10, atom 7 (C): -0.17, atom 8 (C): -0.04, atom 9 (H): 0.12, atom 10 (C): -0.16, atom 11 (C): -0.23, atom 12 (H): 0.11, atom 13 (N): 0.07, atom 14 (C): -0.06, atom 15 (H): 0.10, atom 16 (C): -0.19, atom 17 (H): 0.10, atom 18 (H): 0.09, atom 19 (C): -0.07, atom 20 (H): 0.16, atom 21 (S): 0.68, atom 22 (H): 0.13, atom 23 (C): -0.29, atom 24 (H): 0.10, atom 25 (H): 0.07, atom 26 (C): -0.79

*B*
Computed, not measured: a structure of composition C11H13NS, with ωB97M-V with the def2-TZVPD basis set.

Structure (XYZ):
```
26
C11H13NS (ωB97M-V with the def2-TZVPD basis set)
C 0.4045 -1.8294 -1.8320
H -2.7249 0.2362 -0.4201
N 0.7004 1.5999 -2.2143
C -0.8783 -3.6390 -0.1632
H -1.2467 -4.3099 0.6068
H 2.2232 1.5670 -0.7039
H 1.7396 3.1811 2.0806
H -0.0989 -5.1681 -1.2676
C -0.4336 -1.3461 -0.7772
H -1.8162 1.8295 -0.1249
C -1.8580 0.7055 0.0693
C -0.0975 -4.1081 -1.2299
C -0.5972 0.1313 -0.5465
C 0.0691 0.9147 -1.5306
C 1.7276 3.0330 0.9720
H -1.8663 0.3826 1.1480
S 1.1186 0.2946 1.0234
H -1.8185 -1.9559 0.7247
H 1.2338 -3.4084 -2.8572
C 0.4322 -3.1940 -2.1779
H 0.6492 3.2023 0.6554
C 2.3085 1.6104 0.4544
H 3.3320 1.3314 0.9772
H 0.7249 -1.1351 -2.5259
H 2.1460 3.8706 0.3981
C -1.1102 -2.3081 -0.0693
```

## Properties
LUMO in eV: -0.68
Orbital gap in eV: 7.826

How is the electron density shared among the atoms? According to Löwdin, the charges in e are: atom 1 (C): -0.02, atom 2 (H): 0.09, atom 3 (N): 0.19, atom 4 (C): -0.09, atom 5 (H): 0.11, atom 6 (H): 0.04, atom 7 (H): 0.07, atom 8 (H): 0.09, atom 9 (C): -0.26, atom 10 (H): 0.11, atom 11 (C): -0.07, atom 12 (C): -0.06, atom 13 (C): -0.41, atom 14 (C): -0.29, atom 15 (C): -0.19, atom 16 (H): 0.09, atom 17 (S): 0.76, atom 18 (H): 0.13, atom 19 (H): 0.10, atom 20 (C): -0.04, atom 21 (H): 0.06, atom 22 (C): -0.54, atom 23 (H): 0.10, atom 24 (H): 0.07, atom 25 (H): 0.05, atom 26 (C): -0.08

Verdict on stability: *B* comes out at the bottom.